No. 1
Molecular formula: C18H8BrCl60N3OP
Method: DFT, wB97M-V/def2-TZVPD

The geometry in ORCA input format:
```
! wB97M-V def2-TZVPD RIJCOSX def2/J DEFGRID3
* xyz 1 1
C 2.146 -1.033 -0.427
C 0.938 -0.896 -0.987
N 0.338 -2.073 -1.613
C 0.947 -2.232 -2.854
N 1.736 -3.316 -3.032
N 0.802 -1.354 -3.811
P -1.468 -1.980 -1.715
O -1.865 -3.551 -1.734
Br -1.884 -1.436 0.372
H 2.337 -2.000 0.025
H 2.895 -0.258 -0.415
H 0.381 0.037 -0.950
H 1.657 -3.928 -2.223
H 1.549 -3.841 -3.883
H 1.187 -1.543 -4.724
H 0.332 -0.481 -3.617
H -1.366 -4.037 -2.400
C 0.980 -5.057 1.416
Cl 1.225 -6.554 2.295
Cl 2.372 -3.998 1.652
Cl 0.790 -5.433 -0.312
Cl -0.478 -4.262 2.019
C 2.974 3.694 -0.210
Cl 2.049 2.175 -0.347
Cl 2.438 4.783 -1.486
Cl 2.718 4.400 1.376
Cl 4.686 3.348 -0.446
C 3.991 8.067 -3.833
Cl 3.379 9.375 -2.819
Cl 5.085 7.051 -2.888
Cl 2.633 7.092 -4.417
Cl 4.858 8.740 -5.212
C 1.002 4.030 -7.021
Cl 1.783 5.415 -7.773
Cl 1.299 4.001 -5.278
Cl -0.741 4.104 -7.302
Cl 1.644 2.526 -7.683
C 4.900 6.661 4.032
Cl 3.643 5.546 4.590
Cl 4.242 7.687 2.753
Cl 5.438 7.660 5.377
Cl 6.261 5.732 3.396
C 1.302 -6.723 6.656
Cl 0.018 -7.427 7.632
Cl 0.603 -5.608 5.475
Cl 2.429 -5.849 7.693
Cl 2.166 -8.007 5.798
C -2.842 -10.087 9.508
Cl -2.833 -10.019 11.266
Cl -1.248 -10.604 8.939
Cl -4.063 -11.234 8.956
Cl -3.205 -8.482 8.858
C -0.389 0.181 -10.777
Cl -0.837 1.378 -9.553
Cl -1.412 -1.249 -10.610
Cl -0.588 0.878 -12.381
Cl 1.302 -0.280 -10.537
C -2.297 4.225 -3.142
Cl -2.972 2.798 -3.958
Cl -3.333 4.708 -1.805
Cl -0.667 3.868 -2.547
Cl -2.183 5.540 -4.306
C -4.563 -6.289 0.852
Cl -3.033 -5.523 1.328
Cl -5.907 -5.513 1.687
Cl -4.775 -6.127 -0.896
Cl -4.513 -7.996 1.285
C -4.002 9.157 -6.312
Cl -3.219 10.641 -6.851
Cl -5.346 8.770 -7.386
Cl -2.830 7.829 -6.342
Cl -4.599 9.363 -4.664
C -6.598 1.307 -1.149
Cl -8.048 1.441 -2.141
Cl -6.664 2.487 0.161
Cl -6.507 -0.320 -0.471
Cl -5.172 1.624 -2.145
C -2.498 -2.189 -6.263
Cl -1.851 -0.885 -7.255
Cl -2.049 -1.906 -4.561
Cl -4.251 -2.230 -6.398
Cl -1.822 -3.731 -6.795
C 5.405 9.461 8.950
Cl 3.869 9.691 8.110
Cl 5.520 10.599 10.292
Cl 5.498 7.808 9.565
Cl 6.739 9.742 7.824
C 0.489 -9.617 14.104
Cl 0.749 -11.117 14.996
Cl 1.884 -8.555 14.312
Cl 0.269 -9.980 12.391
Cl -0.961 -8.811 14.716
*
```

Results
Frontier orbital gap, eV: 8.36
M, g mol⁻¹: 2520.3
HOMO, eV: -12.041

No. 2
Molecular formula: C18H9N2O7PtS
Method: DFT, wB97M-V/def2-TZVPD

The geometry in ORCA input format:
```
! wB97M-V def2-TZVPD RIJCOSX def2/J DEFGRID3
* xyz -1 1
Pt 0.319 -0.365 0.389
O 4.774 -1.095 4.499
C 3.918 -1.080 3.649
C 2.557 -1.794 3.730
O 2.169 -2.471 4.653
C 1.851 -1.424 2.478
C 2.710 -0.635 1.706
O 2.325 -0.212 0.538
C 3.955 -0.332 2.331
O 4.842 0.415 1.914
O 0.656 -1.680 2.121
S 0.218 1.774 -0.455
C 1.718 1.788 -1.332
N 2.880 1.898 -0.646
C 4.105 1.836 -1.188
C 4.231 1.739 -2.547
C 3.063 1.661 -3.319
C 1.824 1.676 -2.723
H 2.800 1.863 0.364
H 4.924 1.827 -0.480
H 5.213 1.682 -2.991
H 3.136 1.564 -4.394
H 0.910 1.572 -3.289
O -1.715 -0.232 -2.179
C -2.267 -0.418 -1.113
N -1.673 -0.573 0.123
C -2.628 -0.772 1.100
O -2.442 -0.914 2.285
C -3.971 -0.769 0.421
C -5.243 -0.935 0.928
C -6.301 -0.872 0.027
C -6.079 -0.653 -1.331
C -4.789 -0.489 -1.829
C -3.751 -0.550 -0.922
H -5.401 -1.106 1.984
H -7.317 -0.996 0.382
H -6.925 -0.611 -2.005
H -4.597 -0.319 -2.880
*
```

Results
Frontier orbital gap, eV: 6.38
M, g mol⁻¹: 592.4
HOMO, eV: -4.593

No. 3
Molecular formula: C19H11CuN5O7
Method: DFT, wB97M-V/def2-TZVPD

The geometry in ORCA input format:
```
! wB97M-V def2-TZVPD RIJCOSX def2/J DEFGRID3
* xyz -1 1
Cu -1.992 -0.337 1.188
O -4.944 -2.704 -0.115
C -4.339 -1.741 0.351
O -3.238 -1.829 1.001
C -5.029 -0.371 0.240
C -6.334 -0.414 -0.220
C -7.104 0.728 -0.390
C -6.584 1.986 -0.110
C -5.302 2.026 0.344
C -4.441 0.904 0.545
O -3.256 1.145 0.956
N -4.719 3.346 0.657
O -4.710 3.697 1.819
O -4.288 4.009 -0.268
N -8.466 0.627 -0.874
O -8.912 -0.476 -1.143
O -9.104 1.664 -1.021
H -6.744 -1.385 -0.456
H -7.175 2.880 -0.248
N 4.622 -1.397 -0.792
C 5.968 -1.109 -0.881
C 7.011 -1.688 -1.598
C 8.260 -1.122 -1.440
C 8.464 -0.016 -0.596
C 7.423 0.550 0.110
C 6.153 -0.008 -0.037
N 4.949 0.360 0.543
C 4.076 -0.485 0.073
C 2.642 -0.480 0.416
C 1.752 -1.423 -0.081
C 0.419 -1.354 0.282
N -0.066 -0.398 1.085
C 0.797 0.506 1.567
C 2.145 0.500 1.266
H 4.133 -2.127 -1.276
H 6.856 -2.538 -2.250
H 9.101 -1.537 -1.978
H 9.460 0.396 -0.503
H 7.573 1.402 0.760
H 2.060 -2.222 -0.742
H -0.301 -2.083 -0.068
H 0.375 1.267 2.210
H 2.808 1.249 1.673
*
```

Results
Frontier orbital gap, eV: 6.11
M, g mol⁻¹: 484.9
HOMO, eV: -4.941

no.,E_LUMO (eV)
1,-3.68
2,1.79
3,1.17